Entry 1:
89
Properties=species:S:1:pos:R:3 method="wB97M-V/def2-TZVPD" orbital_gap_ev="8.767 / 1.766" spin_multiplicity=2 total_charge=+4 homo_energy_ev="-19.00 / -19.00"
C -5.47627 1.73187 -2.18039
N -4.01573 1.85406 -2.61934
C -4.13895 2.27019 -4.18059
C -3.24327 2.82749 -1.66194
C -3.27786 0.47530 -2.58617
C -3.59472 -0.37234 -1.31999
O -4.86898 -0.96475 -1.23728
H -5.95769 1.01202 -2.84234
H -6.00092 2.68725 -2.19060
H -5.53445 1.38650 -1.14820
H -4.74872 1.59463 -4.78051
H -3.09994 2.33352 -4.50395
H -4.54744 3.25470 -3.95262
H -3.90010 3.57178 -1.21173
H -2.38754 3.23158 -2.20281
H -2.81158 2.31156 -0.80429
H -2.20780 0.65456 -2.69067
H -3.51829 -0.02280 -3.52542
H -3.30112 0.16983 -0.42113
H -2.76702 -1.07020 -1.19341
H -4.57864 -1.69238 -0.68243
C 1.37437 2.54394 2.53636
N 2.76821 3.19173 2.19082
C 3.31207 2.52147 0.89807
C 2.51218 4.67504 1.92455
C 3.66197 3.00838 3.39416
C 4.74822 4.07858 3.57658
O 5.51465 4.20461 2.42695
H 0.84245 3.15806 3.26301
H 1.59409 1.55011 2.92640
H 0.72050 2.55408 1.66433
H 4.32837 2.91134 0.95487
H 2.81128 2.73381 -0.04651
H 3.29323 1.45352 1.11540
H 3.34877 5.18723 1.44928
H 2.14404 5.14835 2.83480
H 1.69763 4.70135 1.20073
H 4.01732 2.00033 3.18049
H 2.93490 3.10694 4.20023
H 5.39306 3.63872 4.33738
H 4.30750 4.99045 3.97952
H 6.34558 3.77100 2.63465
C 2.00203 -0.66284 -3.14005
N 1.85108 -2.22726 -2.94659
C 2.17307 -2.98702 -4.31751
C 2.88276 -2.78198 -1.92065
C 0.44753 -2.55350 -2.29722
C -0.85797 -2.26025 -3.14308
O -0.84554 -2.75446 -4.43643
H 1.11351 -0.34900 -3.68789
H 2.86434 -0.48877 -3.78365
H 2.13563 -0.21878 -2.15361
H 3.25598 -2.89902 -4.40500
H 1.84687 -2.65260 -5.30232
H 2.02646 -4.05024 -4.12734
H 2.48682 -3.79353 -1.83065
H 2.77388 -2.43018 -0.89475
H 3.89318 -2.69380 -2.31989
H 0.49178 -2.01527 -1.35041
H 0.41290 -3.61007 -2.03155
H -0.77777 -1.17900 -3.25517
H -1.83381 -2.46803 -2.70413
H -0.63311 -2.00988 -5.00397
C -0.47579 -0.87710 3.24907
N -0.81409 -2.37352 3.34957
C -0.12314 -2.95682 4.66002
C -2.36679 -2.55679 3.58010
C -0.56971 -3.10139 1.96169
C 0.97033 -2.90222 1.54504
O 1.30605 -4.00022 0.85924
H -0.99777 -0.41559 2.41084
H 0.59039 -0.83451 3.02647
H -0.74210 -0.44246 4.21254
H -0.53843 -2.38809 5.49198
H 0.95196 -2.77897 4.68509
H -0.41382 -3.98416 4.87955
H -2.96075 -2.08537 2.79710
H -2.69962 -1.90104 4.38466
H -2.56383 -3.61393 3.75821
H -1.37860 -2.69712 1.35310
H -0.80053 -4.15575 2.11377
H 1.56600 -2.73810 2.44301
H 1.04482 -2.02181 0.90675
H 1.03680 -4.74947 1.39562
B -0.28234 0.44767 -0.13273
F -1.04208 1.50212 0.27319
F 1.00554 0.54478 0.40976
F -0.88243 -0.70682 0.21376
F -0.22304 0.49879 -1.48182

=====

Entry 2:
89
Properties=species:S:1:pos:R:3 method="wB97M-V/def2-TZVPD" orbital_gap_ev="4.975 / 4.818" spin_multiplicity=6 homo_energy_ev="-7.60 / -7.20"
Mn 0.90677 -1.65589 -2.25453
C 1.42139 -5.65575 1.74460
C 1.25640 -4.32307 1.07538
O 0.91519 -4.34932 -0.27980
H 2.32246 -6.21704 1.49738
H 0.48954 -6.20799 1.62309
H 1.50804 -5.49202 2.81875
H 2.18576 -3.78085 1.24969
H 0.52194 -3.90684 1.76489
B -0.42572 0.36711 -0.93261
H -0.81980 0.35388 -1.93699
H 0.63194 0.57844 -0.96289
H -1.00073 1.00749 -0.28183
H -0.49927 -0.62795 -0.52190
C 1.66012 1.16562 -4.54812
O 2.34119 0.20230 -3.59403
C 3.73352 0.48121 -3.60722
C 4.40992 -0.81900 -3.04582
N 3.87344 -1.24327 -1.68510
C 4.43751 -0.40957 -0.54930
C 5.73313 -0.80870 0.13274
O 6.85770 -0.11737 -0.36432
C 8.04546 -0.36185 0.38152
H 0.57048 1.15759 -4.57499
H 2.05443 1.08322 -5.56096
H 1.94481 2.21663 -4.49896
H 4.05956 1.22523 -2.88042
H 4.18992 0.88005 -4.51317
H 5.45486 -0.65412 -2.78311
H 4.32565 -1.56586 -3.83525
H 4.09846 -2.21331 -1.51633
H 3.77711 -0.35310 0.31603
H 4.54410 0.63273 -0.84994
H 5.93785 -1.86847 -0.01915
H 5.68895 -0.74118 1.21975
H 7.90473 -0.26375 1.45794
H 8.84966 0.33103 0.13400
H 8.29943 -1.41751 0.28569
C 2.58049 1.74723 6.41700
O 1.83120 1.32651 5.33944
C 0.46896 1.66863 5.41885
C -0.22326 0.61287 4.56551
N -1.53291 1.01803 4.15379
C -2.33960 -0.02227 3.56994
C -3.71113 0.59643 3.16420
O -4.53773 0.89576 4.34126
C -4.46185 2.24942 4.85256
H 2.17698 2.62190 6.92713
H 3.64824 1.80813 6.20656
H 2.58104 0.85423 7.04202
H 0.11176 2.65547 5.12444
H -0.07131 1.60387 6.36330
H -0.41029 -0.28083 5.16086
H 0.33713 0.37651 3.66096
H -1.50086 1.74473 3.45310
H -2.63918 -0.81892 4.25088
H -1.97248 -0.60925 2.72805
H -4.33685 -0.14933 2.67388
H -3.57420 1.41231 2.45448
H -5.37875 2.75461 5.15619
H -4.17069 2.92656 4.04955
H -3.83136 2.33315 5.73776
C 0.17178 4.67295 -1.18429
C -0.88102 4.85092 -2.26278
O -1.72296 3.82230 -2.19757
O 1.15802 3.71239 -1.22152
H -0.26570 4.62549 -0.18707
H 0.67612 5.63787 -1.13254
H -0.53252 5.13364 -3.25612
H -1.66343 5.58867 -2.08482
H -1.21376 3.09861 -1.82531
H 0.81262 2.81716 -1.25101
C -4.56251 -0.52873 -4.28269
C -5.05222 -1.15679 -2.89718
C -4.62623 -2.61356 -2.72463
O -5.13491 -3.41470 -3.71638
C -6.56151 -3.45353 -3.94142
N -4.58486 -0.39694 -1.79323
H -3.52034 -0.44322 -4.59039
H -5.11374 0.40450 -4.39808
H -4.86330 -1.14640 -5.12892
H -6.13504 -1.12236 -2.77716
H -4.91163 -3.06476 -1.77433
H -3.54656 -2.68297 -2.59204
H -7.16126 -3.59342 -3.04207
H -6.63733 -4.30713 -4.61501
H -7.00047 -2.60713 -4.46964
H -4.79317 0.58090 -1.64991
H -3.58330 -0.36825 -1.92032

=====

Per-record electronic energy, eV: -47305.1853; -74479.9548
Per-record largest force on an atom, eV/Å: 3.529; 4.953